18
Properties=species:S:1:pos:R:3:forces:R:3 method="wB97M-V/def2-TZVPD" relative_energy_kcal_mol=104.88 e_homo_ev="-8.06 / -8.08"
C -1.05221 2.94442 0.55704 -2.0 -0.1 -0.5
C -0.83785 1.55460 0.36219 0.6 1.0 -0.1
C 0.52929 1.39123 0.59784 1.1 -0.3 -0.7
C 1.38603 0.27295 0.04832 -1.8 0.1 -0.1
C 0.36628 -0.78559 -0.55587 -1.0 4.0 -0.7
C -1.05755 -0.63813 0.00633 0.4 -1.8 1.5
N 0.04760 3.49740 0.93272 3.0 1.5 1.3
N 1.04099 2.62377 0.80485 -0.5 -1.2 -0.8
O -1.65860 0.63822 -0.17320 0.8 -0.1 0.6
S 3.61828 2.18084 1.34187 -2.1 0.6 -0.4
Cl 3.41019 3.10201 3.05325 0.4 0.2 0.7
H -1.93273 3.59024 0.46000 0.2 -0.7 0.1
H 2.07753 0.74068 -0.66706 -0.3 -0.5 -0.1
H 1.95720 -0.20865 0.83405 0.2 -0.1 0.1
H 0.16798 -0.73411 -1.59521 0.8 0.4 -1.4
H 0.77098 -1.67985 -0.35716 0.9 -3.6 0.8
H -1.79820 -1.30588 -0.54802 1.2 0.3 1.4
H -0.78160 -0.85157 1.13782 -1.9 0.3 -1.6

---

168
Properties=species:S:1:pos:R:3:forces:R:3 method="wB97M-V/def2-TZVPD" e_homo_ev=-8.14
Na -22.36038 -13.99883 1.88890 0.1 -0.2 -0.5
B -24.04834 -13.81582 4.05945 -1.3 0.3 0.3
F -23.89777 -14.89375 3.15440 -0.3 0.0 0.5
F -23.21483 -12.77294 3.57504 0.1 0.4 -0.1
F -25.40378 -13.34216 4.11472 0.9 -0.3 -0.5
F -23.67931 -14.14123 5.34137 0.4 -0.4 0.3
C -16.49890 -13.49228 0.45821 0.2 -0.3 1.7
C -16.03515 -14.85341 1.01453 -0.7 -0.1 -1.3
C -14.76388 -14.66576 1.70523 3.0 -0.6 2.5
C -14.30545 -15.92680 2.54294 0.7 2.1 0.1
C -15.39213 -16.22562 3.53695 -1.0 0.4 0.1
C -16.81091 -16.43230 2.85314 2.6 -0.3 -0.3
N -17.00311 -15.23284 2.02797 -1.1 -0.3 0.6
O -18.28906 -15.41854 1.42348 0.3 0.1 -0.4
C -16.69805 -17.75426 2.06636 -1.4 -1.0 1.2
C -17.87771 -16.40882 3.91344 -1.0 0.4 -0.1
C -15.91839 -15.84390 -0.15844 -2.1 -0.4 -0.4
H -16.91462 -12.98501 1.35143 0.3 0.2 -0.6
H -17.29117 -13.65492 -0.22129 -0.8 0.1 -0.9
H -15.68874 -12.92339 0.01188 0.1 0.0 -0.1
H -13.93237 -14.41558 1.06041 0.0 0.1 -0.7
H -14.73282 -13.83976 2.45936 -0.7 -0.4 -0.6
H -13.39682 -15.60027 3.12621 -0.7 -0.4 -0.6
H -13.97403 -16.76557 1.93563 -0.3 -0.1 -0.2
H -15.49575 -15.34233 4.21950 0.1 -0.7 -0.4
H -15.07453 -17.09608 4.10283 -0.5 -0.2 0.4
H -15.73158 -17.93899 1.66646 0.8 0.0 -0.2
H -16.90475 -18.58015 2.77554 0.2 0.3 -0.1
H -17.40569 -17.95096 1.26685 -0.3 0.6 -0.2
H -17.68126 -17.06729 4.74165 0.4 -0.5 0.3
H -17.85655 -15.36920 4.31498 -0.5 -0.7 -0.2
H -18.88306 -16.70242 3.51260 0.9 0.6 0.3
H -15.16714 -15.54900 -0.85816 0.3 0.6 -0.6
H -16.94453 -15.89995 -0.63494 1.2 0.3 0.1
H -15.73175 -16.89028 0.03898 0.4 0.0 0.6
H -18.83791 -14.79491 1.90357 -0.4 0.2 0.2
C -23.40787 -15.70862 -2.76397 -0.4 -0.1 -0.2
C -23.17517 -17.07035 -3.58050 0.2 1.8 0.0
C -23.12699 -16.62113 -5.08071 -0.7 -0.2 2.1
C -22.60161 -17.72413 -5.95783 0.5 1.4 0.6
C -21.21879 -18.13682 -5.46697 0.5 0.5 -0.4
C -21.18539 -18.58113 -4.02333 1.4 -1.1 0.3
N -21.80931 -17.52123 -3.28481 -0.4 0.1 1.3
O -21.72676 -17.93773 -1.92986 -0.3 0.6 0.6
C -21.80060 -19.97303 -3.85241 0.8 0.3 1.1
C -19.66620 -18.64723 -3.52265 -0.9 -0.3 -0.4
C -24.34192 -18.06196 -3.29098 1.5 0.5 0.2
H -23.52926 -15.79248 -1.68668 -0.6 -0.9 0.2
H -24.31738 -15.18191 -3.18073 1.0 -0.5 0.4
H -22.55246 -15.00476 -2.71042 -0.1 -0.4 -1.1
H -24.16828 -16.30916 -5.19976 0.1 0.0 -0.9
H -22.49946 -15.74450 -5.10599 0.3 0.4 -0.2
H -22.62272 -17.34873 -6.97149 0.2 -0.4 -0.5
H -23.28330 -18.50882 -5.81096 -0.9 -1.5 -0.4
H -20.50627 -17.30324 -5.48337 -0.2 0.2 -0.5
H -20.81412 -18.90651 -6.10146 0.3 -0.4 -0.3
H -22.44892 -20.08094 -2.98243 0.2 0.0 -0.1
H -22.31215 -20.16482 -4.72679 -1.7 -0.7 -1.8
H -21.02096 -20.72471 -3.85824 0.2 -0.2 0.4
H -19.54671 -19.03656 -2.50434 -0.5 0.2 -0.2
H -19.03900 -19.32707 -4.13518 -0.5 0.6 -0.1
H -19.32420 -17.61990 -3.51215 0.6 -0.1 -0.1
H -24.29457 -18.90980 -3.93838 0.4 -0.9 -0.2
H -25.30566 -17.67118 -3.53201 -0.7 0.9 0.2
H -24.26232 -18.34465 -2.23934 -0.3 -0.2 -0.1
H -21.06829 -17.31028 -1.56593 -0.2 -0.3 0.0
C -25.22111 -8.23362 5.88473 2.1 1.2 -0.4
C -25.95451 -9.54729 5.74305 0.2 1.2 -0.2
C -27.37916 -9.38595 6.13149 -1.1 -0.2 1.7
C -28.20977 -8.56646 5.21922 -1.6 0.1 -1.0
C -28.18326 -9.25276 3.88107 1.5 -1.3 -0.6
C -26.72332 -9.53318 3.28907 -0.5 2.4 1.8
N -25.91462 -10.09718 4.39047 -0.7 -0.2 -0.2
O -24.58112 -10.16667 3.96462 0.4 0.6 -0.1
C -26.79960 -10.55895 2.19508 -0.4 0.0 -1.6
C -26.10576 -8.17719 2.65013 -0.2 -2.8 -0.5
C -25.32183 -10.49686 6.73899 -3.2 -0.6 -1.0
H -24.31823 -8.20286 5.24523 -0.4 -0.3 -0.1
H -24.72074 -8.10173 6.85039 -0.6 -0.1 0.3
H -25.72195 -7.30091 5.64643 -0.6 -0.1 0.0
H -27.76544 -10.40707 6.25721 -0.4 0.2 -0.2
H -27.47103 -8.93132 7.12358 0.5 -0.1 0.1
H -27.87355 -7.54429 5.10628 0.4 0.3 0.2
H -29.28097 -8.45209 5.55246 1.0 -0.4 -0.1
H -28.72581 -8.76903 3.12338 -0.7 1.1 -1.1
H -28.68542 -10.21111 3.95260 0.0 -0.4 0.3
H -27.74525 -10.37604 1.63671 0.4 -0.2 0.2
H -26.00317 -10.45408 1.41421 -0.3 -0.2 0.9
H -26.81383 -11.57455 2.59750 0.2 0.1 -0.1
H -26.64138 -8.12966 1.67674 0.8 0.3 0.4
H -26.17493 -7.24142 3.15024 -0.4 0.5 0.8
H -25.03519 -8.45328 2.58390 -0.5 0.5 -0.6
H -25.63126 -10.11928 7.71024 0.0 -0.7 0.3
H -24.33697 -10.38428 6.61046 4.0 0.0 -0.1
H -25.61084 -11.50528 6.39596 0.0 0.1 1.0
H -24.44287 -11.09910 3.88624 0.4 -1.2 -0.2
C -25.04426 -12.97421 -0.17256 -2.4 0.2 -0.9
O -24.22642 -13.04784 0.69028 2.4 0.0 1.1
N -26.03922 -13.90941 -0.30204 1.4 0.9 0.3
C -25.91956 -15.17195 0.41724 0.3 0.2 1.4
C -27.26691 -13.53508 -0.91206 -0.1 1.9 -0.2
H -25.08610 -12.07256 -0.87737 -0.3 -1.1 0.5
H -26.55298 -15.86554 -0.07829 -0.6 -0.7 -0.5
H -26.17479 -15.20805 1.52286 0.1 0.7 -1.2
H -24.89570 -15.53814 0.37698 0.1 0.1 -0.2
H -28.02665 -13.20015 -0.20021 -0.1 -0.4 0.2
H -27.12094 -12.62791 -1.54323 0.1 -0.7 0.2
H -27.61793 -14.31668 -1.52191 -0.7 -1.0 -0.8
C -30.07838 -14.65718 5.06760 1.3 0.8 -0.3
O -30.55824 -15.77817 4.99896 0.4 1.1 -0.2
N -29.01050 -14.14002 4.31456 -3.7 -1.6 1.8
C -28.44544 -12.85055 4.56502 -0.2 0.7 0.1
C -28.54319 -15.00228 3.29652 1.4 -0.4 -0.3
H -30.37852 -13.87618 5.79008 -0.3 -0.3 0.1
H -28.42427 -12.26670 3.66029 -0.5 0.4 -0.4
H -27.41110 -12.97142 4.76403 1.1 0.0 0.7
H -28.92092 -12.23581 5.37933 0.1 -1.0 -0.8
H -28.82422 -14.70032 2.28596 -0.3 -0.1 0.0
H -27.47839 -14.93586 3.36174 1.1 -0.1 -0.4
H -28.77033 -16.05425 3.52111 -0.4 0.5 -0.2
C -19.60110 -15.14704 -1.18089 0.4 1.0 -1.5
O -19.59570 -16.34913 -1.29990 -0.2 -1.5 0.8
N -19.67013 -14.34771 -2.26895 0.2 0.6 -0.3
C -19.21059 -12.96239 -2.05583 0.0 -0.2 0.5
C -19.68853 -14.98840 -3.63752 -0.4 2.7 0.9
H -19.45588 -14.57613 -0.26229 -0.3 -0.2 0.3
H -18.14455 -12.91413 -2.30324 -0.1 0.3 0.0
H -19.34146 -12.63713 -0.97467 0.1 -0.6 -1.3
H -19.75365 -12.26182 -2.68338 -0.1 0.0 -0.1
H -20.26100 -15.86805 -3.53337 -0.2 -1.3 0.0
H -20.29722 -14.35209 -4.30922 0.4 0.0 0.3
H -18.69105 -15.07370 -4.06966 0.0 -0.3 0.2
C -21.45671 -16.86261 0.93973 -2.3 -0.7 -0.7
O -22.32952 -16.06260 0.60976 0.0 0.3 0.2
N -21.66125 -18.19090 1.07733 -0.1 1.0 0.6
C -20.56762 -18.96451 1.56444 1.8 1.1 1.3
C -22.96278 -18.80507 1.01073 -0.8 -0.3 -0.6
H -20.45835 -16.56885 1.05460 1.7 0.4 0.4
H -20.55699 -19.88968 1.02504 0.4 -0.7 0.0
H -20.58457 -19.10575 2.68917 -0.3 -0.2 -1.1
H -19.60588 -18.36794 1.39417 -1.2 -1.0 0.0
H -23.40070 -19.10777 1.97414 0.1 1.0 0.2
H -23.65842 -18.18670 0.38714 0.7 -0.5 0.8
H -22.86242 -19.79605 0.57520 0.2 0.0 -0.7
C -20.80414 -15.02700 4.46516 -0.5 0.5 1.7
O -20.70488 -14.92224 3.25061 0.3 0.4 0.1
N -20.41321 -14.07490 5.40779 0.3 -0.9 -1.0
C -20.53273 -14.27905 6.84478 -2.9 0.6 -0.5
C -19.68641 -12.88161 4.95522 0.5 -0.8 -0.3
H -21.32330 -15.94910 4.87800 0.7 1.0 0.1
H -19.63331 -14.23596 7.37915 1.7 0.1 0.4
H -20.98335 -15.26039 7.04431 -0.1 0.4 -0.1
H -21.20748 -13.45594 7.26492 0.7 -1.2 -0.5
H -19.34815 -13.17474 3.94695 -0.3 1.0 0.2
H -20.22442 -11.93145 5.03907 -0.5 -0.4 -0.5
H -18.79518 -12.68519 5.55882 0.1 -0.6 0.2
C -21.38450 -11.56616 0.73264 0.1 -0.2 1.7
O -20.58437 -12.38193 1.24304 -0.9 0.8 -0.9
N -21.79321 -10.42602 1.34762 1.3 -1.6 -1.0
C -22.68012 -9.52250 0.59821 -0.4 -1.3 1.6
C -21.12288 -10.14703 2.62854 -2.8 2.4 0.7
H -21.92918 -11.77944 -0.18808 0.2 0.0 -0.4
H -23.06844 -10.09351 -0.27431 0.4 0.9 0.4
H -22.19755 -8.58556 0.44910 0.6 0.6 -0.9
H -23.49304 -9.28574 1.27263 -0.6 -0.1 -0.1
H -20.14425 -10.54928 2.62165 0.9 -0.2 0.0
H -21.17159 -9.01832 2.78637 0.5 -1.3 -0.3
H -21.73650 -10.52255 3.49053 0.6 -0.1 -0.8

---

12
Properties=species:S:1:pos:R:3:forces:R:3 method="wB97M-V/def2-TZVPD" relative_energy_kcal_mol=139.01 e_homo_ev=-8.26
N -1.32527 0.30755 -0.14188 0.4 1.8 -1.1
C 0.06194 0.65967 -0.26030 -0.4 0.4 -0.5
C 0.59974 -0.53270 0.43320 0.4 0.0 -0.6
C -0.76862 -1.12371 0.74860 -0.7 -0.4 1.4
C 0.60089 1.63996 -0.96820 0.0 -0.3 0.1
N -1.64456 -0.21505 1.19391 0.4 -1.1 0.0
N 1.79751 -0.89840 0.58878 -0.5 0.2 0.4
H -1.93467 0.11140 -0.92576 0.3 -0.4 0.2
H 1.86728 -1.79350 1.07551 -0.1 -0.1 -0.2
H -0.93293 -2.20513 0.81990 0.1 -0.1 0.1
H 1.67670 1.73446 -1.00173 0.0 0.0 0.0
H 0.00198 2.31546 -1.56201 0.0 0.1 0.1

---

Strongest force on any atom
In order: 4.21; 4.48; 2.13
Unit: eV/A